{"formula": "C28H38As2N5RuSi", "method": "the ωB97M-V functional and the def2-TZVPD basis", "e_homo_ev": [-11.52, -13.22], "homo_lumo_gap_ev": [5.71, 6.88], "de_lowest_ev": 0.615, "spin_multiplicity": 2, "total_charge": 2, "energy_ev": -169227.1860, "fmax_ha_per_bohr": 0.014, "elements": ["Ru", "N", "C", "N", "C", "N", "N", "C", "C", "C", "C", "C", "C", "N", "C", "C", "C", "C", "C", "C", "H", "H", "H", "H", "H", "H", "H", "H", "H", "H", "H", "C", "As", "C", "C", "C", "C", "C", "C", "C", "As", "C", "C", "H", "H", "H", "H", "H", "H", "H", "H", "H", "H", "H", "H", "H", "H", "H", "H", "C", "Si", "C", "C", "C", "H", "H", "H", "H", "H", "H", "H", "H", "H", "H", "H"], "coordinates": [[0.853, 0.023, -0.546], [-1.006, 1.179, -4.179], [-0.113, 0.914, -3.238], [-0.412, 0.405, -2.067], [-1.763, 0.116, -1.766], [-2.043, -0.413, -0.634], [-0.915, -0.648, 0.132], [-1.186, -1.068, 1.363], [-0.237, -1.471, 2.319], [-0.574, -1.305, 3.688], [0.331, -1.530, 4.680], [1.637, -1.950, 4.338], [1.923, -2.186, 3.034], [1.012, -1.995, 2.028], [-2.782, 0.441, -2.757], [-4.142, 0.232, -2.526], [-5.061, 0.543, -3.507], [-4.640, 1.065, -4.730], [-3.298, 1.281, -4.976], [-2.381, 0.966, -3.982], [-0.686, 1.557, -5.058], [0.920, 1.149, -3.455], [-2.220, -1.031, 1.688], [-1.566, -0.943, 3.919], [0.058, -1.372, 5.714], [2.395, -2.120, 5.087], [2.878, -2.578, 2.715], [-4.454, -0.179, -1.577], [-6.115, 0.378, -3.329], [-5.368, 1.304, -5.493], [-2.963, 1.688, -5.922], [3.766, -0.104, -3.166], [3.026, 0.752, -1.590], [4.629, 0.988, -0.511], [2.638, 2.579, -2.156], [3.267, 3.201, -3.230], [2.936, 4.507, -3.568], [1.987, 5.199, -2.827], [1.357, 4.584, -1.753], [1.678, 3.275, -1.419], [0.773, 2.301, -0.006], [1.596, 2.901, 1.646], [-0.998, 3.076, 0.114], [2.991, -0.260, -3.915], [4.168, -1.072, -2.870], [4.572, 0.493, -3.589], [5.245, 1.763, -0.964], [5.190, 0.054, -0.486], [4.373, 1.279, 0.506], [4.017, 2.678, -3.810], [3.421, 4.985, -4.408], [1.735, 6.218, -3.086], [0.622, 5.141, -1.186], [1.592, 3.990, 1.675], [2.621, 2.543, 1.719], [1.017, 2.513, 2.483], [-0.961, 4.157, -0.004], [-1.398, 2.847, 1.101], [-1.653, 2.647, -0.641], [-0.623, -4.801, 1.568], [1.042, -4.546, 0.764], [2.415, -5.342, 1.749], [1.067, -5.057, -1.033], [1.345, -2.631, 0.738], [-0.880, -5.862, 1.562], [-1.418, -4.270, 1.040], [-0.627, -4.477, 2.611], [2.357, -6.427, 1.639], [2.340, -5.129, 2.817], [3.405, -5.038, 1.404], [0.946, -6.139, -1.120], [2.010, -4.799, -1.520], [0.253, -4.593, -1.593], [0.708, -2.243, -0.064], [2.388, -2.401, 0.504]]}